A cluster of 5 separate species, C21H44O9PS4 in total. Source: the OMol25 dataset; level of theory: ωB97M-V with the def2-TZVPD basis set.

Last columns: bonded neighbours and bond lengths (Å).
Element x y z (Å)
1 C -3.5209 -3.9544 -1.5423  C2 1.528, H8 1.092, H9 1.087, H10 1.090
2 C -3.2818 -2.4681 -1.8027  C1 1.528, O3 1.386, H11 1.103, H12 1.095
3 O -3.9410 -1.6127 -0.9334  C2 1.386, C4 1.485
4 C -3.0345 -0.9632 0.0465  O3 1.485, P5 1.800, H13 1.094
5 P -2.7677 -2.0876 1.4261  C4 1.800, C6 1.831, C7 1.858
6 C -1.1037 -1.7807 2.1255  P5 1.831, H14 1.092, H15 1.089, H16 1.090
7 C -3.8612 -1.5853 2.8424  P5 1.858, H17 1.094, H18 1.090, H19 1.089
8 H -2.6482 -4.5525 -1.8130  C1 1.092
9 H -3.7294 -4.0974 -0.4855  C1 1.087
10 H -4.3692 -4.3158 -2.1241  C1 1.090
11 H -3.6389 -2.2447 -2.8221  C2 1.103
12 H -2.2144 -2.2286 -1.7615  C2 1.095
13 H -3.6291 -0.1260 0.4226  C4 1.094
14 H -1.0001 -2.4059 3.0147  C6 1.092
15 H -0.3899 -2.1193 1.3758  C6 1.089
16 H -0.8497 -0.7529 2.3857  C6 1.090
17 H -3.5457 -0.6814 3.3710  C7 1.094
18 H -3.9562 -2.3885 3.5724  C7 1.090
19 H -4.8360 -1.3886 2.3988  C7 1.089
20 C -1.2792 3.0762 -2.3411  C21 1.537, C26 1.525, H27 1.089, H28 1.094
21 C -0.1159 2.1176 -2.6426  C20 1.537, C22 1.532, H29 1.090, H30 1.090
22 C 0.7324 2.0044 -1.3725  C21 1.532, S23 1.800, H31 1.087, H32 1.089
23 S -0.3975 2.2816 0.0012  C22 1.800, O24 1.453, O25 1.424, C26 1.788
24 O 0.0071 3.4912 0.6980  S23 1.453
25 O -0.6201 1.0562 0.6923  S23 1.424
26 C -1.8404 2.6282 -0.9957  C20 1.525, S23 1.788, H33 1.088, H34 1.094
27 H -2.0426 3.0421 -3.1175  C20 1.089
28 H -0.9130 4.1044 -2.2735  C20 1.094
29 H -0.5089 1.1316 -2.8923  C21 1.090
30 H 0.4858 2.4617 -3.4840  C21 1.090
31 H 1.1589 1.0126 -1.2487  C22 1.087
32 H 1.5075 2.7674 -1.3150  C22 1.089
33 H -2.4480 3.3720 -0.4853  C26 1.088
34 H -2.3781 1.6781 -1.0657  C26 1.094
35 C 2.1070 -3.5018 -4.0766  C36 1.539, C41 1.522, H42 1.089, H43 1.091
36 C 1.0068 -2.9420 -4.9959  C35 1.539, C37 1.538, H44 1.092, H45 1.089
37 C -0.1043 -2.3894 -4.0875  C36 1.538, S38 1.801, H46 1.086, H47 1.088
38 S 0.7201 -1.8827 -2.5692  C37 1.801, O39 1.437, O40 1.441, C41 1.784
39 O 0.2941 -2.7298 -1.4896  S38 1.437
40 O 0.7032 -0.4469 -2.4476  S38 1.441
41 C 2.3560 -2.4254 -3.0296  C35 1.522, S38 1.784, H48 1.086, H49 1.090
42 H 3.0202 -3.7490 -4.6151  C35 1.089
43 H 1.7513 -4.4107 -3.5884  C35 1.091
44 H 1.4162 -2.1435 -5.6180  C36 1.092
45 H 0.6106 -3.7073 -5.6620  C36 1.089
46 H -0.6208 -1.5248 -4.4945  C37 1.086
47 H -0.8313 -3.1502 -3.8108  C37 1.088
48 H 2.8328 -2.7982 -2.1281  C41 1.086
49 H 2.9019 -1.5741 -3.4362  C41 1.090
50 C 1.9313 -3.0465 1.0463  C51 1.535, C56 1.528, H57 1.088, H58 1.091
51 C 1.7501 -4.3770 1.7897  C50 1.535, C52 1.536, H59 1.092, H60 1.088
52 C 2.5620 -5.4390 1.0328  C51 1.536, S53 1.801, H61 1.087, H62 1.088
53 S 3.9230 -4.5577 0.2489  C52 1.801, O54 1.445, O55 1.442, C56 1.791
54 O 3.7440 -4.6373 -1.1826  S53 1.445
55 O 5.1834 -4.9367 0.8370  S53 1.442
56 C 3.4317 -2.9205 0.7845  C50 1.528, S53 1.791, H63 1.088, H64 1.090
57 H 1.5568 -2.2039 1.6235  C50 1.088
58 H 1.3818 -3.0635 0.1038  C50 1.091
59 H 2.1259 -4.2857 2.8110  C51 1.092
60 H 0.7003 -4.6577 1.8463  C51 1.088
61 H 2.9846 -6.2081 1.6741  C52 1.087
62 H 1.9839 -5.8966 0.2328  C52 1.088
63 H 3.6894 -2.2097 0.0020  C56 1.088
64 H 3.9926 -2.6975 1.6920  C56 1.090
65 C 1.1294 6.1100 4.0599  C66 1.535, C71 1.526, H72 1.089, H73 1.092
66 C 0.4337 6.0989 2.6915  C65 1.535, C67 1.534, H74 1.091, H75 1.087
67 C -0.7091 7.1207 2.7574  C66 1.534, S68 1.800, H76 1.086, H77 1.088
68 S -0.1993 8.3669 3.9513  C67 1.800, O69 1.442, O70 1.442, C71 1.792
69 O -1.0911 8.3331 5.0838  S68 1.442
70 O 0.0641 9.6212 3.2904  S68 1.442
71 C 1.3424 7.5791 4.4137  C65 1.526, S68 1.792, H78 1.087, H79 1.089
72 H 2.0728 5.5674 4.0365  C65 1.089
73 H 0.4903 5.6372 4.8079  C65 1.092
74 H 1.1446 6.3896 1.9164  C66 1.091
75 H 0.0630 5.1113 2.4282  C66 1.087
76 H -0.8945 7.6203 1.8106  C67 1.086
77 H -1.6322 6.6819 3.1299  C67 1.088
78 H 1.5236 7.7731 5.4681  C71 1.087
79 H 2.1271 8.0301 3.8072  C71 1.089

Summary:
Total charge: -1
Gap between HOMO and LUMO: 4.02 eV
HOMO energy: -2.001 eV
Multiplicity: 1

***

The ion C6H6O3P2 with charge -2. Source: the OMol25 dataset; level of theory: ωB97M-V with the def2-TZVPD basis set.

Last columns: bonded neighbours and bond lengths (Å).
Element x y z (Å)
1 C -1.7982 -0.0119 0.5603  C2 1.338, C3 1.435, H12 1.068
2 C -1.5108 -1.3005 0.3454  C1 1.338, C4 1.396, H13 1.042
3 C -0.9097 0.7257 -0.2912  C1 1.435, C6 1.439, P10 2.160, H14 1.088
4 C -0.6809 -1.4863 -0.7614  C2 1.396, C6 1.368, H15 1.169
5 C 0.8898 0.0732 2.5049  P10 1.620, H16 1.130
6 C -0.2839 -0.2387 -1.1570  C3 1.439, C4 1.368, P11 1.876
7 O 2.5034 -0.3747 -2.1089  P11 1.499
8 O 0.9593 1.5683 -2.9104  P11 1.528
9 O 1.7000 1.0906 -0.2862  P10 1.626, P11 1.772
10 P 0.8071 0.7151 1.0203  C3 2.160, C5 1.620, O9 1.626, H17 1.477
11 P 1.2863 0.4736 -1.8952  C6 1.876, O7 1.499, O8 1.528, O9 1.772
12 H -2.0995 0.4760 1.4618  C1 1.068
13 H -1.7108 -2.1181 0.9603  C2 1.042
14 H -0.9357 1.7780 -0.5663  C3 1.088
15 H -0.0542 -2.4692 -0.8447  C4 1.169
16 H 1.2714 -0.9898 2.4614  C5 1.130
17 H 0.5663 2.0888 1.5071  P10 1.477

Summary:
Total charge: -2
Gap between HOMO and LUMO: 6.56 eV
Energy above the lowest of the compared OMol25 structures with the same formula, charge and spin: 0.000 eV
HOMO energy: 0.242 eV
Multiplicity: 1

***

An isolated molecule of CH4IN3. Source: the OMol25 dataset; level of theory: ωB97M-V with the def2-TZVPD basis set.

Last columns: bonded neighbours and bond lengths (Å).
Element x y z (Å)
1 C -0.0888 0.2480 0.0320  N4 1.402, H6 1.115, H7 1.031, H8 1.110
2 N 1.7837 -1.2446 -0.1511  N4 1.331, I5 1.963
3 N 4.7077 -0.5384 0.3478  I5 1.804
4 N 0.4735 -1.0341 -0.0420  C1 1.402, N2 1.331, H9 1.081
5 I 3.1113 0.1982 -0.0573  N2 1.963, N3 1.804
6 H 0.0575 0.9877 -0.7894  C1 1.115
7 H -1.0987 0.3524 0.2115  C1 1.031
8 H 0.4210 0.9896 0.6820  C1 1.110
9 H -0.1568 -1.7786 -0.5078  N4 1.081

Summary:
Total charge: 0
Gap between HOMO and LUMO (alpha / beta): 7.97 / 8.71 eV
Energy above the lowest of the compared OMol25 structures with the same formula, charge and spin: 5.388 eV
HOMO energy (alpha / beta): -7.946 / -8.614 eV
Multiplicity: 1

***

The ion C9H12NO2S with charge +1. Source: the OMol25 dataset; level of theory: ωB97M-V with the def2-TZVPD basis set.

Last columns: bonded neighbours and bond lengths (Å).
Element x y z (Å)
1 C -1.5450 -1.7683 -1.2150  C2 1.334, C3 1.432, H14 1.142
2 C -0.4001 -2.2783 -0.7575  C1 1.334, C4 1.464, H15 1.141
3 C -2.2842 -0.6456 -0.7227  C1 1.432, C8 1.368, H16 1.115
4 C 0.2432 -2.0745 0.5419  C2 1.464, N10 1.310, H17 1.095
5 C 3.2631 1.3050 -0.3562  C6 1.381, H18 1.083, H19 1.060
6 C 2.0764 1.9420 -0.6625  C5 1.381, C9 1.483, H20 1.070
7 C -0.4399 0.8062 0.1636  C8 1.415, O11 1.248, O12 1.297
8 C -1.7795 0.5032 -0.1767  C3 1.368, C7 1.415, S13 1.772
9 C 1.1693 2.5007 0.3687  C6 1.483, O12 1.420, H21 1.024, H22 1.171
10 N -0.3239 -2.2609 1.7077  C4 1.310, H23 0.973, H24 1.057
11 O 0.3615 -0.1329 0.3446  C7 1.248
12 O -0.1825 2.0682 0.3166  C7 1.297, C9 1.420
13 S -2.8666 1.8657 0.1428  C8 1.772, H25 1.375
14 H -2.2356 -2.1962 -2.0181  C1 1.142
15 H 0.1208 -2.9600 -1.5103  C2 1.141
16 H -3.3542 -0.7561 -1.0167  C3 1.115
17 H 1.3353 -2.0464 0.4662  C4 1.095
18 H 3.9618 0.8266 -1.0316  C5 1.083
19 H 3.5374 1.1484 0.6557  C5 1.060
20 H 2.0066 2.1250 -1.7144  C6 1.070
21 H 0.9855 3.5062 0.4231  C9 1.024
22 H 1.4383 2.3274 1.4955  C9 1.171
23 H 0.1739 -2.3508 2.5394  N10 0.973
24 H -1.3544 -2.4660 1.5917  N10 1.057
25 H -3.9070 1.0111 0.4240  S13 1.375

Summary:
Total charge: +1
Gap between HOMO and LUMO: 7.48 eV
Energy above the lowest of the compared OMol25 structures with the same formula, charge and spin: 1.857 eV
HOMO energy: -12.096 eV
Multiplicity: 1

***

| no. | F_max (eV Å⁻¹) | DFT total energy (hartree) |
| --- | --- | --- |
| 1 | 1.00 | -3437.70988 |
| 2 | 4.21 | -1140.58080 |
| 3 | 4.31 | -502.17015 |
| 4 | 4.59 | -953.19487 |